No. 1
Molecular formula: C20H40NO7Se2SiTc
Method: DFT, wB97M-V/def2-TZVPD

Geometry as XYZ:
```
72
Properties=species:S:1:pos:R:3:forces:R:3
C 1.678421 -3.647787 -1.450806 -0.3917 0.0142 -0.0015
C 0.117611 -0.921771 3.846719 0.1282 0.2915 0.2726
H -3.476854 -0.095530 -0.329832 -0.0134 -0.0571 0.0149
H 1.737339 1.568503 -2.349601 -0.0125 -0.0050 -0.0547
C -2.563123 1.166217 -1.864403 0.1694 0.2073 -0.0911
H 1.911156 -1.307920 2.716153 0.0077 0.0066 0.0576
C 2.685129 -1.654049 -2.361373 -0.1033 0.0481 -0.2232
H -1.874115 -1.152362 5.495055 0.0279 0.0049 0.0596
C 1.191451 3.219240 -0.319567 -0.1497 -0.1052 0.0175
C 2.912378 -2.121821 0.024855 0.0509 0.0779 0.0494
O -1.575944 -0.238164 5.545241 -0.0897 -0.0579 -0.0206
H -2.601331 -0.986587 -1.581492 -0.0613 -0.0499 0.0070
C 0.221918 2.841085 -1.448108 -0.0393 -0.0863 -0.1489
H 0.043962 0.861498 5.060098 0.0172 -0.0527 0.0098
C 1.546740 -1.339292 -3.353792 0.3080 -0.1236 0.1067
H -1.451564 -3.224018 -0.848833 -0.0636 -0.0057 0.0174
H -3.143311 3.264300 -2.046621 -0.0513 0.0147 0.0373
O 1.630364 -1.655786 -4.524774 -0.0318 0.0516 -0.0070
H -1.161745 3.899505 -2.754930 -0.0157 0.0609 0.0091
H -2.090252 3.165969 0.608413 -0.0146 0.0303 -0.0215
H -3.879094 2.431504 -0.669807 -0.0430 0.0405 -0.0022
C -3.247820 -0.124211 -1.398811 0.1524 0.1251 0.0294
C -0.206111 -0.195054 5.167847 0.0435 0.0508 -0.1168
H -1.212837 4.444889 -1.068540 -0.0282 0.0485 -0.0239
H -1.478396 0.230244 -3.508733 0.0096 0.0167 -0.0587
H 1.960916 0.803889 2.329554 0.0845 -0.0801 -0.1128
H 1.548181 -3.753337 -2.529874 0.0825 0.0002 -0.0062
H -3.127219 0.737676 -3.916326 -0.0318 0.0198 -0.0274
C 1.607464 -0.675170 3.548933 0.1172 0.1179 0.0081
H 0.669167 3.692348 0.514365 0.0270 0.0298 0.0234
H 0.101099 -5.030703 -1.025621 -0.0077 0.0161 -0.0067
C -0.556016 4.092185 -1.866668 0.0126 -0.1321 0.0272
H 1.713026 2.337606 0.059604 0.0431 0.0545 0.0195
H -2.405218 1.557965 1.270964 -0.0354 -0.0019 -0.0024
C -2.225956 1.008833 -3.351635 0.0429 -0.0088 0.1083
H 3.432728 -2.292270 -2.841812 -0.0015 -0.0483 0.0670
H -4.459168 2.115261 -2.309556 -0.0402 0.0088 -0.0183
C 2.926708 -0.667495 0.511100 0.0865 -0.1689 -0.2753
C 0.354047 -3.989726 -0.798826 0.2165 -0.0644 -0.1197
H 0.445489 2.016167 -3.466898 0.0671 -0.0496 -0.0013
O -0.635055 -3.111163 -1.348691 -0.0218 -0.0234 -0.0496
H 2.192501 -0.981043 4.423543 0.0136 -0.0329 -0.0071
H -1.838864 1.940446 -3.771929 -0.0057 -0.0143 -0.0321
H 1.679132 3.205572 -3.014432 0.0169 0.0382 0.0058
Se -0.836582 -1.511821 1.187824 -0.1182 0.6431 -0.7814
H 2.447089 -4.356530 -1.123619 0.0301 -0.0144 -0.0184
H -1.760961 -0.178183 3.092701 0.0021 -0.0346 -0.0307
H 0.414170 -3.880267 0.288431 -0.0607 -0.0273 -0.4398
Tc 0.324316 -0.701468 -0.793280 -0.1490 -1.7668 1.5713
H 3.158915 -0.709915 -2.077995 -0.0058 -0.0169 0.0345
O 0.553947 -0.731423 -2.790138 -0.0129 0.6090 -0.8598
Se 0.436198 -3.502515 2.503026 -0.1373 0.0383 0.6548
H -1.286712 -2.543986 3.973770 -0.0018 0.0086 0.2442
C -1.640940 2.192922 0.816686 0.2367 -0.1959 -0.1203
C -0.203239 -2.402518 3.987990 0.1101 -0.3078 0.2631
Si -0.934908 1.410441 -0.793556 -0.3060 -0.0865 -0.0616
H -0.323731 0.610151 2.415151 -0.0465 -0.0538 -0.0283
C -0.739408 -0.333574 2.750802 0.0538 0.1078 -0.2617
H 3.944118 -2.453496 -0.132198 -0.0044 0.0075 -0.0559
N 2.085253 -2.266916 -1.169547 -0.0987 0.4376 -0.1089
C 1.063627 2.376702 -2.643118 -0.0652 0.0007 0.0697
O 3.932163 -0.178920 0.982754 0.0049 -0.0704 0.1016
C -3.563531 2.316140 -1.708273 0.0500 -0.0810 0.0196
H 0.418511 -0.616680 5.965783 0.0369 -0.0104 -0.0308
H -0.857377 2.349060 1.560287 -0.0393 0.0375 0.0087
O 1.908537 0.684787 3.287820 -0.2545 -0.0917 0.2989
H 2.473400 -2.717643 0.832338 0.0152 0.0377 -0.0502
H -4.185078 -0.274743 -1.947661 -0.0351 -0.0060 -0.0186
O 1.787213 -0.034690 0.418948 0.3051 0.5831 0.1104
H 0.204424 -2.809727 4.915893 -0.0156 -0.0237 -0.0046
H 0.142123 4.902482 -2.109438 0.0169 0.0380 -0.0109
H 1.941526 3.926687 -0.691534 0.0173 0.0312 -0.0136
```
Positions in Å, forces in eV/Å.

Calculated values
DFT total energy	-177983.2621	eV
charge	-1
2S+1	2
HOMO (spin up / spin down)	-4.21 / -4.60	eV
LUMO level (spin up / spin down)	2.0 / 1.9	eV
expectation value of S²	1.12
ΔE to the lowest compared entry with this formula, charge and spin	0.443	eV

No. 2
Molecular formula: C20H40O10S5
Method: DFT, wB97M-V/def2-TZVPD

Geometry as XYZ:
```
75
Properties=species:S:1:pos:R:3:forces:R:3
O -3.468355 3.866879 -4.262425 -1.4395 0.5086 1.5372
H -2.233377 2.362292 -1.286075 0.0027 -0.0610 -0.2943
H 2.686602 -0.434668 1.251233 -0.2241 0.1650 -0.0052
H -2.298014 2.617294 2.246462 0.3008 0.1007 0.0609
H 0.920712 -2.588190 -5.838494 0.3728 0.7657 0.6269
O 1.839428 -3.938943 4.462833 0.2957 1.5785 -0.6784
C 1.412358 1.382339 0.678373 -0.4280 -1.4507 0.7021
C -2.479346 3.117565 3.197745 -0.6045 0.0692 -0.8415
H 4.997861 -4.361658 3.120201 0.4557 -0.1270 -0.0166
H 4.237728 -2.821923 4.886957 -0.4412 0.1097 0.5661
C 3.840211 -2.092764 4.180981 0.9263 -1.8286 -0.6134
H 5.976236 -2.048962 3.281414 -0.2547 -0.1972 0.6983
H 3.553126 -1.180317 4.703598 0.2142 0.1045 -0.5201
S -4.462698 3.656044 -3.192993 2.0129 -1.5530 0.2781
O -3.848205 5.345273 3.490533 0.1052 -1.0771 -0.4811
H 3.144920 -1.208548 -4.084380 0.0280 0.1565 -0.7224
H 4.060011 -2.319607 -3.229883 0.5430 -0.2643 -0.2251
C -4.971397 3.054559 4.251843 0.4533 -0.3641 -2.0916
H 1.271809 -4.221393 -5.767629 0.2648 -0.3265 0.3486
C -4.549909 1.816359 -3.067071 -0.0207 0.1298 -0.4777
S -4.033088 3.988460 2.972248 -1.4801 1.7640 1.0310
H 3.152764 0.356545 -0.320720 0.1623 -0.0456 0.2458
H -4.540716 4.321724 -0.813609 -0.3263 -0.4062 -0.2100
C 3.161775 -3.898582 2.177010 0.7170 1.9772 -0.5680
H 2.930661 -3.380246 1.246410 -0.6156 0.0332 0.0703
C -2.674185 2.110025 4.333081 -0.4594 0.9899 0.7279
H -5.203895 1.510188 -1.072409 -0.0633 0.3590 0.0989
H -5.311503 2.219333 3.639616 -0.7642 0.0091 0.1235
O 1.311958 -2.316159 -0.032328 0.6220 1.2722 -0.8253
H -1.803249 3.960267 3.342086 0.2794 -0.3806 0.2405
C -3.933367 2.541582 5.204260 -0.0786 0.2150 0.0798
O -5.786281 4.199120 -3.194071 -0.3236 0.6267 -0.4166
H 1.686473 1.965426 1.557555 0.6237 -0.2311 -0.0936
C 4.337778 -2.570398 -5.445845 -0.2063 0.0556 0.1839
H 5.213802 -3.880566 1.440826 0.1362 0.5272 0.1123
H 1.278605 2.098611 -0.132284 0.4629 -0.3736 -0.3566
H 5.016508 -3.406871 -5.279320 -0.3177 -0.2577 0.0633
H -0.058303 0.315866 1.986029 0.6500 -0.3014 -0.0223
H -2.876214 1.141995 3.874601 -0.0042 -0.0699 0.2764
O 3.498914 -4.445638 -7.117004 -0.3163 0.8710 -0.3447
H -0.647899 0.292174 -0.995087 -0.2850 -0.1909 -0.0040
C -4.260308 1.496499 -1.617898 0.7305 0.0066 1.4015
C -3.739570 3.923365 -1.436160 -0.2937 0.1398 -1.1446
H 4.964549 -1.812835 -5.916340 -0.3876 0.4035 0.2441
H -3.885753 3.360714 5.921792 1.3304 -0.0858 0.1593
C -3.260030 2.547197 -0.970038 -0.6764 0.2958 -0.9102
S 1.306431 -0.948699 -0.571051 -2.0398 -2.4173 -1.5455
H -3.003454 4.727243 -1.437110 0.2728 -0.2755 -0.4504
H -5.754298 3.688223 4.668538 0.0622 -0.1761 -0.2230
H -1.736497 2.076062 4.887782 -0.2579 -0.3021 0.2502
S 3.111365 -3.105579 -6.700906 -0.1842 0.5021 1.0119
S 2.339871 -2.943725 3.508318 0.0522 -1.1261 -0.4132
C 0.042441 0.753675 0.992913 -1.4006 0.0514 -0.1802
H 4.732948 -1.444751 2.272482 -0.1582 0.1744 -0.0870
C -0.337559 -0.249001 -0.101268 1.6189 0.4363 -0.0989
C 1.708370 -3.259937 -5.497238 0.2472 -0.7089 -1.4407
H -5.489692 1.378719 -3.403785 -0.5194 0.7086 0.3814
H -3.895738 0.486612 -1.429960 0.2034 -0.0758 -0.3944
O 2.849588 -2.003788 -7.629811 0.3365 -1.3736 0.6424
O 1.543919 -0.739167 -2.019214 -0.1515 -0.0921 2.2008
H 1.586012 -2.936715 -3.369507 0.3394 0.0553 0.1454
H 2.772323 -4.912683 2.087337 0.3187 0.0565 0.5505
C 3.517156 -2.229378 -4.170767 0.1930 0.6812 0.2711
C 4.922059 -2.191445 3.043712 -1.5288 -0.5210 -1.7694
H -4.390198 1.726814 5.766005 0.4068 -0.3035 -0.0899
H -1.036618 -1.015947 0.232204 0.3021 -0.0845 -0.3091
O 1.470507 -1.943314 2.893908 0.5015 -0.4978 0.9320
C 2.348981 -3.190735 -4.105337 -0.6242 -0.3655 -0.9486
H -0.795448 1.450406 0.968560 0.2783 0.6785 0.0578
O -4.639405 3.852265 1.653063 0.7087 -0.3815 0.8629
H -3.239807 2.613421 0.117770 -0.3754 -0.5903 -0.0062
C 4.686415 -3.640898 2.364149 -0.6316 -0.1554 1.8708
H -3.908223 1.438343 -3.862969 0.8482 0.1597 0.5554
C 2.344683 0.096722 0.363081 -0.2008 2.5047 0.0523
H 2.774741 -4.172172 -3.896524 -0.2965 -0.2032 0.1577
```
Positions in Å, forces in eV/Å.

Calculated values
DFT total energy	-96035.8857	eV
HOMO	-9.94	eV
SMILES	O=S1(=O)CCCC1.O=S1(=O)CCCC1.O=S1(=O)CCCC1.O=S1(=O)CCCC1.O=S1(=O)CCCC1
LUMO level	0.0	eV
ΔE to the lowest compared entry with this formula, charge and spin	2.359	eV

No. 3
Molecular formula: C20H40O28PtRbS4
Method: DFT, wB97M-V/def2-TZVPD

Geometry as XYZ:
```
94
Properties=species:S:1:pos:R:3:forces:R:3
S -1.905306 4.337167 -4.016864 0.2178 0.0283 -0.1120
O -0.692364 4.574587 -4.715909 0.2107 -0.0988 -0.1100
O 1.054268 -3.551803 2.750784 0.0163 0.0628 -0.1066
H -2.869486 -7.068718 -1.551479 0.0576 0.1113 0.2348
C 1.625194 -4.272469 -2.913416 0.9474 0.3328 1.6760
S -0.845260 0.949707 0.789851 0.5663 -0.6252 -0.1619
O -4.836595 6.520103 1.759597 -0.4418 0.4960 0.1683
H -2.919524 -6.094691 -2.977421 0.3353 0.0186 -0.1354
H -0.320172 0.128618 -3.620534 -0.0212 -0.1176 0.1345
H -1.202642 -0.120221 -5.132170 0.0742 -0.1207 -0.0506
H 1.878320 -3.682935 -2.027680 -0.2880 0.2100 -0.1438
H 5.786029 1.936670 4.841644 0.1580 -0.1134 -0.0183
C -3.980934 3.275181 2.860818 -0.2839 -0.7803 -0.4493
C 4.603169 2.128470 6.582809 0.4944 -0.3099 0.7091
H 1.987647 1.024296 -1.701864 0.2296 -0.1979 -0.1518
H 2.371022 1.800180 -0.199862 0.0104 -0.0992 0.0053
H -4.319865 3.283909 3.897010 -0.0307 0.4363 -0.0211
H -4.063225 2.254767 2.490670 0.3013 0.0147 -0.0371
O 3.760816 0.397171 -0.760714 0.2750 -0.2656 -0.2863
H 2.847884 -2.681386 1.219653 0.0859 0.0826 -0.0067
H 5.153117 2.851600 7.186802 0.1289 0.0639 -0.2214
O -0.001688 -0.132926 1.391813 -0.1506 0.5661 1.3829
C 5.542511 1.312956 5.706081 -0.2066 0.6757 -0.1586
C 2.822969 2.306578 5.054786 -0.1429 -0.2009 0.5378
H -1.343014 -6.541662 -2.254747 -0.0003 -0.0127 -0.0692
H 4.334645 2.973823 -1.220292 0.2241 -0.1775 -0.1012
H -2.019337 3.846322 3.569757 0.0989 -0.0471 -0.0688
C -4.426647 -0.796465 -1.720409 0.1840 1.1267 0.3125
C -0.896185 -0.590280 -4.201443 -0.1263 0.3273 -0.1641
H -4.785541 -0.396676 -0.768784 -0.0877 -0.1522 -0.0267
H 5.070455 0.406966 5.341076 0.1022 -0.1190 0.1055
O -0.147064 2.229241 0.776064 -0.3079 0.0489 -0.2217
S -4.135568 5.338598 1.445811 0.0088 -0.3000 0.5925
O -0.428077 -5.190725 1.735816 0.0504 0.2339 -0.2124
O -2.880061 5.257781 2.401606 0.3177 0.0163 -0.3528
C 0.371196 -2.412003 -3.530191 0.4745 0.1680 -0.0144
O 0.721322 -3.531829 0.319981 0.0269 -0.2202 -0.2995
H -2.029018 3.365673 1.858888 -0.0836 0.2683 -0.2190
H -1.428613 -4.441800 -1.334991 -0.1679 0.3903 -0.0012
O -3.793521 5.053492 0.106955 0.3243 -0.1610 -0.7750
H 0.470124 1.995038 4.126159 -0.0190 0.1204 0.1464
O 2.061958 -1.061786 -0.636169 0.2042 -0.0428 -0.4244
H -3.467569 2.801842 -2.344599 -0.0756 -0.4686 0.3180
O -1.042217 0.363227 -0.594652 -0.7128 1.1366 -0.5659
H 2.831508 3.323767 -2.044904 0.0146 -0.0143 -0.0662
H -3.411566 -0.410549 -1.834849 0.0844 -0.3886 0.0344
H -2.151422 1.524900 -2.085967 -0.1279 -0.1387 -0.4018
Pt -0.252697 -1.628843 -0.207584 1.6380 -0.3879 0.8966
O -2.534099 -2.387612 -0.692595 -1.1373 0.0246 0.0126
H 4.098408 1.497274 7.321661 -0.3504 -0.0395 -0.3555
H -1.782616 -0.901112 -3.649642 0.1064 -0.0577 0.1073
O -3.105425 4.898385 -4.524670 -0.2954 0.0797 0.0567
O -2.145813 1.068538 1.485618 -0.1202 -0.1301 0.0855
C -2.413958 2.521649 -2.430252 -0.4247 0.6413 0.2659
H 6.466664 1.123070 6.249289 -0.0221 -0.2563 -0.0174
H 3.923720 2.158967 -2.795205 0.3240 0.1864 0.0546
O -4.875749 4.060046 2.039174 -0.0564 0.1816 0.3360
Rb -2.569976 -1.213432 3.172121 0.6215 -0.0704 -0.4916
O -1.739102 4.732510 -2.494103 -0.3957 0.1504 0.1777
O 4.154743 -1.610360 -0.034279 0.3934 0.1119 -0.0261
C 1.062995 2.728144 3.584243 0.3206 -0.5027 -0.9736
H -0.526453 3.254767 -1.778242 -0.0352 -0.0710 0.2766
O -3.476715 -4.125060 -1.754085 -0.2244 0.2462 0.1537
H -1.845941 3.637072 -0.656764 -0.1858 0.5720 -0.0667
C 3.231144 -0.796635 -0.504770 -0.3184 0.3403 0.5086
C 2.821184 1.419249 -1.121296 -0.2993 0.7532 0.4531
O -1.014142 -2.819264 1.677925 -1.1584 -0.0837 0.9566
H -5.031165 -0.397233 -2.531472 -0.1644 -0.2274 0.0159
H 2.773625 -6.069509 -3.220871 0.2866 -0.0435 0.1689
C -2.365680 -6.237048 -2.044792 -0.5409 -0.0990 -0.4307
C -1.579885 3.534621 -1.699677 0.8799 -0.5885 -0.3563
O 0.156740 -2.140677 -2.375623 -0.4490 -0.4332 -0.7985
O -2.074259 2.763832 -3.816735 0.2991 -0.1051 -0.0588
O -4.509334 -2.206025 -1.755573 -0.3317 -0.4401 -0.4423
O -0.090361 -1.720586 -4.563934 -0.0115 -0.1520 -0.0751
H -2.560300 -5.170345 -0.205491 0.0839 0.3796 0.0808
C 3.664091 -2.842437 0.517076 -0.2659 -0.5605 -0.0135
C -2.591627 3.864433 2.645486 -0.0914 -0.1143 0.7721
C 3.557207 2.533422 -1.839674 -0.6390 -0.2579 -0.0516
H 3.061723 -4.800940 -4.395147 0.0987 -0.1134 0.0538
S 0.100013 -3.830629 1.688043 -0.0276 -0.3152 -0.1702
H 4.504255 -3.332858 0.999906 0.1259 0.2444 0.0522
C -2.391456 -4.940926 -1.257399 0.2768 -0.8992 0.4308
H 3.294160 -3.504563 -0.266294 -0.0611 0.1699 -0.0491
H 0.829706 -4.915528 -2.537694 -0.1504 -0.1621 -0.5452
O 2.163458 3.215756 4.361747 -0.3110 0.5376 0.0784
O 1.162193 -3.391207 -3.946803 -0.3162 -0.1493 -0.3779
O 3.699839 2.939971 5.847287 -0.1497 0.2663 -0.3228
O 2.638837 1.120009 5.042318 -0.0029 -0.1711 -0.0742
H 0.479164 3.564809 3.215518 0.0446 0.2432 0.4416
H 1.442863 2.251073 2.681905 0.0007 -0.2121 0.1189
H 3.776748 -4.625023 -2.801023 0.0143 -0.1273 0.1741
C -3.443712 -2.867608 -1.322618 0.8930 -0.2141 -0.2037
C 2.905312 -4.995842 -3.329533 -0.8205 0.0920 -1.0313
```
Positions in Å, forces in eV/Å.

Calculated values
DFT total energy	-125963.2384	eV
charge	-1
2S+1	3
HOMO (spin up / spin down)	-4.93 / -5.42	eV
LUMO level (spin up / spin down)	1.1 / 1.1	eV
expectation value of S²	2.00
ΔE to the lowest compared entry with this formula, charge and spin	0.000	eV